Entry 1:
{"formula": "C44H53GeNO2PRuSeTe", "method": "ωB97M-V/def2-TZVPD", "species": ["Ru", "O", "C", "C", "C", "C", "C", "C", "C", "P", "C", "C", "C", "C", "C", "C", "C", "C", "C", "C", "C", "C", "H", "H", "H", "H", "H", "H", "H", "H", "H", "H", "H", "H", "H", "H", "C", "C", "O", "N", "Te", "C", "C", "C", "C", "C", "C", "C", "C", "C", "C", "C", "C", "C", "C", "C", "C", "C", "C", "H", "H", "H", "H", "H", "H", "H", "H", "H", "H", "H", "H", "H", "H", "H", "H", "H", "H", "H", "H", "H", "H", "H", "H", "H", "C", "Ge", "C", "C", "C", "Se", "C", "H", "H", "H", "H", "H", "H", "H", "H", "H", "H", "H", "H", "H", "H"], "coordinates": [[-0.873, 1.402, -0.653], [-1.308, 0.354, 1.884], [-1.104, 1.390, 1.313], [-0.873, 2.673, 2.080], [-0.808, 2.688, 3.465], [-0.523, 3.881, 4.116], [-0.312, 5.054, 3.400], [-0.394, 5.054, 2.012], [-0.682, 3.862, 1.368], [-0.812, 3.586, -0.386], [-2.564, 3.366, -0.797], [-3.584, 3.555, 0.147], [-4.904, 3.525, -0.262], [-5.220, 3.285, -1.599], [-4.218, 3.067, -2.534], [-2.889, 3.119, -2.141], [-0.242, 4.957, -1.380], [0.991, 4.928, -2.032], [1.415, 6.036, -2.748], [0.614, 7.167, -2.813], [-0.619, 7.196, -2.175], [-1.054, 6.092, -1.461], [-0.962, 1.769, 4.016], [-0.451, 3.897, 5.195], [-0.081, 5.971, 3.925], [-0.237, 5.966, 1.449], [-3.340, 3.745, 1.185], [-5.692, 3.699, 0.459], [-6.256, 3.276, -1.911], [-4.469, 2.893, -3.572], [-2.103, 3.026, -2.884], [1.607, 4.039, -2.008], [2.367, 6.014, -3.260], [0.948, 8.030, -3.374], [-1.244, 8.076, -2.239], [-2.020, 6.110, -0.972], [2.431, 2.210, 0.486], [2.070, 0.941, -0.248], [2.931, 0.087, -0.461], [0.780, 0.817, -0.650], [1.716, -2.150, -1.002], [3.272, -3.348, -1.742], [4.230, -2.811, -2.602], [4.228, -1.379, -3.081], [5.249, -3.641, -3.033], [5.326, -4.973, -2.650], [6.432, -5.862, -3.134], [4.332, -5.476, -1.810], [3.297, -4.696, -1.343], [2.266, -5.316, -0.430], [2.034, -2.451, 1.058], [3.317, -2.446, 1.613], [4.597, -2.190, 0.861], [3.427, -2.734, 2.972], [2.330, -3.010, 3.773], [2.486, -3.319, 5.233], [1.068, -2.991, 3.185], [0.895, -2.719, 1.839], [-0.495, -2.773, 1.267], [3.495, 2.193, 0.708], [1.857, 2.256, 1.413], [2.192, 3.097, -0.094], [3.352, -0.818, -2.762], [4.279, -1.346, -4.170], [5.104, -0.850, -2.703], [6.001, -3.227, -3.695], [7.137, -5.317, -3.758], [6.031, -6.691, -3.719], [6.978, -6.291, -2.293], [4.363, -6.517, -1.508], [2.273, -6.399, -0.530], [1.253, -4.968, -0.651], [2.469, -5.070, 0.614], [4.455, -1.648, -0.067], [5.100, -3.133, 0.636], [5.268, -1.600, 1.485], [4.417, -2.738, 3.415], [3.530, -3.283, 5.540], [2.100, -4.313, 5.460], [1.927, -2.607, 5.841], [0.193, -3.199, 3.792], [-1.234, -2.624, 2.053], [-0.691, -3.740, 0.794], [-0.670, -1.994, 0.529], [-4.991, -3.025, 0.144], [-5.199, -1.184, 0.763], [-7.061, -0.597, 0.763], [-4.342, -0.890, 2.492], [-4.302, -0.007, -0.592], [-2.480, -0.567, -1.013], [-2.575, -0.562, -2.959], [-5.425, -3.713, 0.869], [-3.938, -3.282, 0.025], [-5.497, -3.178, -0.810], [-7.654, -1.226, 1.427], [-7.494, -0.660, -0.236], [-7.141, 0.432, 1.114], [-4.726, -1.604, 3.220], [-4.556, 0.115, 2.859], [-3.262, -1.008, 2.429], [-4.269, 1.031, -0.276], [-4.836, -0.060, -1.541], [-3.118, -1.447, -3.280], [-1.558, -0.597, -3.345], [-3.079, 0.340, -3.297]], "forces_ev_per_a": [[-0.9368, -1.1680, -0.2759], [0.0058, -0.1169, -0.1004], [-0.0256, 0.2799, 0.3923], [0.0567, 0.1150, 0.0480], [-0.0573, -0.0498, -0.0505], [0.0082, 0.0514, 0.0569], [-0.0087, -0.0241, -0.0023], [-0.0592, 0.0037, 0.0246], [0.0302, -0.1272, 0.0486], [0.0349, 0.8166, -0.1056], [0.1073, -0.1212, -0.0129], [-0.1556, -0.0867, -0.0211], [0.0451, 0.0472, 0.0763], [0.0627, -0.0001, -0.0538], [-0.1031, -0.0149, 0.0345], [0.0627, -0.0135, 0.0337], [0.1429, 0.0417, 0.0188], [-0.0590, -0.0331, -0.0201], [-0.0050, 0.0151, -0.0195], [0.0130, -0.0076, -0.0039], [-0.0127, -0.0105, -0.0013], [0.0652, 0.0057, 0.0455], [0.0090, -0.0007, -0.0008], [-0.0024, -0.0019, -0.0025], [-0.0014, 0.0008, -0.0028], [0.0129, -0.0115, -0.0034], [0.0139, 0.0159, -0.0024], [-0.0132, 0.0075, -0.0100], [-0.0056, -0.0042, 0.0057], [-0.0076, -0.0001, 0.0016], [0.0073, 0.0400, 0.0170], [0.0290, -0.0536, 0.0373], [0.0006, -0.0014, 0.0020], [0.0029, 0.0019, 0.0013], [-0.0045, -0.0012, 0.0013], [-0.0203, 0.0180, 0.0053], [-0.0034, 0.0271, -0.0088], [-0.1978, -0.1494, 0.2550], [0.0164, 0.0199, 0.1053], [0.7571, 0.8046, -0.4151], [-0.0104, -0.4608, 0.1440], [-0.0887, -0.0313, -0.0275], [-0.3669, 0.3590, 0.0706], [0.0867, -0.1253, 0.0303], [0.2598, -0.2483, -0.1199], [-0.0276, 0.0532, 0.0016], [0.0300, 0.0010, 0.0020], [0.2421, -0.2259, -0.0753], [-0.2608, 0.2136, 0.1574], [0.0699, 0.1110, 0.0016], [-0.1198, 0.0313, -0.1114], [0.0606, -0.0585, 0.0165], [0.0034, 0.0499, 0.0199], [0.0216, 0.0374, 0.0183], [0.0139, 0.0002, -0.0209], [0.0030, -0.0064, 0.0084], [0.0026, 0.0271, -0.0136], [-0.0114, 0.0078, 0.0001], [-0.0117, 0.0048, 0.0137], [-0.0018, -0.0028, -0.0069], [0.0242, -0.0311, 0.0150], [-0.0051, 0.0547, -0.0808], [-0.0274, 0.0121, -0.0228], [-0.0260, -0.0171, -0.0097], [-0.0162, 0.0097, 0.0394], [0.0222, -0.0616, -0.0053], [-0.0003, 0.0005, 0.0044], [-0.0043, -0.0044, 0.0073], [-0.0032, -0.0072, -0.0083], [0.0470, -0.0077, -0.0591], [0.0006, -0.0121, -0.0214], [0.0050, -0.0408, -0.0421], [0.0098, -0.0353, -0.0004], [0.0026, 0.0047, 0.0364], [-0.0113, -0.0035, -0.0353], [0.0168, -0.0263, 0.0078], [-0.0016, 0.0083, -0.0004], [0.0002, 0.0012, -0.0057], [-0.0027, -0.0004, -0.0023], [-0.0011, -0.0025, -0.0010], [0.0052, -0.0027, 0.0044], [0.0130, -0.0514, 0.0075], [0.0015, -0.0043, -0.0127], [0.0306, 0.0261, -0.0067], [0.0286, 0.0918, -0.0014], [-0.0382, -0.0124, 0.0246], [0.0807, -0.0048, -0.0109], [-0.0406, -0.0091, -0.0707], [0.0340, -0.0908, 0.0335], [0.2236, 0.2364, -0.0746], [-0.0533, -0.0121, 0.0095], [-0.0097, 0.0110, 0.0064], [-0.0012, -0.0059, 0.0105], [-0.0049, 0.0085, -0.0005], [0.0129, -0.0066, 0.0088], [0.0088, -0.0126, -0.0028], [0.0031, -0.0017, 0.0006], [-0.0258, 0.0011, -0.0070], [0.0058, -0.0031, -0.0085], [0.0200, -0.0116, -0.0147], [-0.0054, -0.0114, 0.0284], [-0.0178, -0.0144, 0.0126], [-0.0195, 0.0003, 0.0141], [0.0045, -0.0144, 0.0193], [0.0160, 0.0017, 0.0075]], "mol_weight_da": 1039.127, "charge": 2, "gap_ev": [5.68, 6.33], "multiplicity": 2, "s_squared": 0.868, "lumo_energy_ev": [-6.7, -6.7], "de_lowest_kcal_mol": 20.69}

---

Entry 2:
{"formula": "C44H54F6NOP2PtS", "method": "ωB97M-V/def2-TZVPD", "species": ["Pt", "C", "C", "C", "P", "C", "C", "C", "C", "C", "C", "C", "C", "C", "C", "N", "C", "C", "C", "C", "C", "C", "C", "P", "C", "C", "C", "C", "C", "C", "H", "H", "H", "H", "H", "H", "H", "H", "H", "H", "H", "H", "H", "H", "H", "H", "H", "H", "H", "H", "H", "H", "H", "H", "H", "H", "H", "H", "H", "H", "H", "H", "H", "H", "H", "H", "H", "H", "H", "H", "S", "C", "C", "O", "C", "F", "F", "F", "C", "F", "F", "F", "H", "H", "H", "C", "C", "C", "C", "C", "C", "C", "C", "C", "C", "C", "C", "C", "C", "H", "H", "H", "H", "H", "H", "H", "H", "H", "H", "H"], "coordinates": [[-1.020, 0.342, 0.081], [-2.111, 1.726, -3.410], [-1.434, 0.395, -3.755], [-1.013, 0.366, -5.225], [-0.192, -0.025, -2.441], [0.808, -1.388, -3.260], [1.938, -0.894, -4.158], [1.365, -2.357, -2.220], [1.021, 1.313, -2.300], [1.430, 2.155, -3.334], [2.392, 3.133, -3.157], [2.830, 4.028, -4.293], [2.933, 3.269, -1.878], [2.538, 2.456, -0.836], [1.586, 1.441, -1.018], [1.142, 0.618, 0.022], [1.964, 0.242, 1.054], [3.355, 0.037, 0.873], [4.160, -0.452, 1.880], [3.642, -0.793, 3.132], [4.522, -1.317, 4.245], [2.282, -0.618, 3.312], [1.436, -0.096, 2.326], [-0.355, 0.111, 2.594], [-0.918, -1.324, 3.636], [-0.653, -1.263, 5.144], [-2.430, -1.490, 3.413], [-0.608, 1.557, 3.750], [-1.294, 2.702, 3.010], [0.675, 2.034, 4.427], [-3.045, 1.842, -3.970], [-1.450, 2.556, -3.669], [-2.335, 1.812, -2.345], [-2.161, -0.412, -3.623], [-0.288, 1.144, -5.463], [-1.898, 0.551, -5.843], [-0.598, -0.598, -5.525], [0.076, -1.925, -3.873], [2.690, -0.362, -3.573], [1.598, -0.226, -4.950], [2.421, -1.759, -4.626], [1.934, -1.827, -1.447], [2.030, -3.086, -2.697], [0.564, -2.898, -1.731], [0.977, 2.058, -4.314], [2.080, 4.051, -5.087], [3.770, 3.682, -4.735], [2.987, 5.052, -3.946], [3.650, 4.063, -1.686], [2.925, 2.632, 0.161], [3.785, 0.243, -0.100], [5.220, -0.599, 1.685], [5.493, -1.630, 3.857], [4.066, -2.174, 4.747], [4.704, -0.550, 5.004], [1.860, -0.912, 4.264], [-0.405, -2.193, 3.220], [-1.221, -0.459, 5.616], [0.394, -1.133, 5.410], [-0.989, -2.203, 5.592], [-2.979, -0.693, 3.929], [-2.773, -2.449, 3.813], [-2.690, -1.443, 2.357], [-1.295, 1.186, 4.514], [-0.729, 3.006, 2.129], [-1.408, 3.567, 3.671], [-2.282, 2.407, 2.656], [1.404, 2.361, 3.682], [1.141, 1.260, 5.040], [0.443, 2.887, 5.070], [-3.129, 0.973, 0.339], [-0.702, 4.660, -2.039], [-0.889, 4.384, -0.525], [-0.621, 3.133, -0.124], [-2.363, 4.798, -0.201], [-2.735, 6.013, -0.688], [-3.216, 3.910, -0.757], [-2.628, 4.818, 1.119], [0.066, 5.393, 0.212], [1.321, 5.279, -0.279], [0.150, 5.161, 1.534], [-0.268, 6.706, 0.079], [-1.560, 4.272, -2.589], [0.199, 4.135, -2.357], [-0.604, 5.726, -2.255], [0.918, -6.717, 0.826], [-0.277, -6.393, 0.192], [-0.712, -5.076, 0.124], [0.036, -4.040, 0.700], [1.247, -4.384, 1.313], [1.683, -5.701, 1.380], [-0.319, -2.596, 0.697], [-1.391, -1.921, 0.260], [-2.671, -2.482, -0.180], [-3.335, -3.436, 0.608], [-4.560, -3.966, 0.229], [-5.172, -3.557, -0.950], [-4.554, -2.580, -1.719], [-3.335, -2.039, -1.329], [1.249, -7.749, 0.878], [-0.881, -7.176, -0.258], [-1.635, -4.846, -0.391], [1.855, -3.589, 1.736], [2.627, -5.931, 1.860], [0.497, -2.013, 1.112], [-2.868, -3.764, 1.531], [-5.042, -4.705, 0.862], [-6.120, -3.983, -1.258], [-5.035, -2.217, -2.620], [-2.888, -1.242, -1.903]], "forces_ev_per_a": [[-0.5670, -0.5464, 0.4894], [0.0639, -0.0788, -0.0627], [-0.0058, 0.2719, 0.0553], [-0.0611, -0.0371, -0.0413], [0.0825, 0.2595, -0.1448], [-0.0405, -0.0425, 0.1892], [0.0027, -0.0093, -0.1015], [0.1202, 0.0291, 0.0353], [0.0216, -0.0240, 0.0433], [-0.0343, -0.1275, -0.0160], [0.1243, 0.0709, -0.0296], [-0.0178, -0.0536, 0.1243], [0.0417, -0.0172, -0.0041], [0.0204, -0.0741, 0.1029], [0.0973, -0.0947, 0.1380], [-0.0105, 0.2656, -0.0814], [-0.0227, -0.0399, -0.1906], [-0.0387, 0.0261, 0.0166], [-0.0067, 0.0133, -0.0179], [0.1129, -0.0550, 0.0197], [-0.0895, 0.0614, -0.1247], [-0.0947, 0.0157, -0.0858], [-0.0118, -0.0738, 0.1323], [0.1658, 0.3393, -0.0704], [-0.2530, -0.0320, -0.0316], [0.0237, -0.0572, 0.0155], [0.0495, 0.0690, 0.0299], [0.0187, 0.1275, -0.1965], [0.0237, 0.0348, 0.0382], [-0.0363, -0.0203, 0.0437], [0.0625, -0.0258, -0.0036], [-0.0717, -0.1255, 0.0081], [0.0266, 0.0219, -0.0253], [-0.0881, -0.0199, -0.0063], [-0.0527, -0.0435, -0.0135], [0.0353, -0.0180, 0.0030], [-0.0069, 0.0478, 0.0115], [-0.0380, -0.0390, 0.0026], [-0.0171, -0.0135, -0.0144], [0.0402, -0.0068, 0.0583], [-0.0233, 0.0467, 0.0097], [-0.0516, -0.0506, -0.0744], [-0.0374, 0.0732, 0.0253], [-0.0891, -0.0823, 0.1558], [0.0216, -0.0073, 0.0507], [0.0139, 0.0030, 0.0289], [-0.0274, 0.0175, 0.0120], [-0.0228, -0.0472, -0.0278], [-0.0503, -0.0517, 0.0040], [0.0139, -0.0041, -0.0583], [-0.0121, 0.0282, 0.0312], [-0.0836, 0.0151, -0.0023], [-0.0312, -0.0086, 0.0181], [0.0160, 0.0287, -0.0216], [0.0035, -0.0233, -0.0184], [0.0061, 0.0497, 0.0013], [0.0083, -0.0133, -0.0230], [0.0273, -0.0682, -0.0053], [-0.0317, 0.0066, -0.0004], [-0.0049, 0.0325, 0.0060], [0.0332, -0.0457, -0.0311], [0.0053, 0.0511, 0.0419], [0.0037, -0.0133, 0.0345], [0.0065, -0.0271, 0.0055], [-0.0050, 0.0164, -0.0849], [0.0044, -0.0580, -0.0176], [-0.0290, 0.0086, 0.0042], [-0.0057, -0.0054, 0.0198], [0.0091, 0.0219, -0.0366], [0.0153, -0.0161, -0.0100], [0.6350, -0.1640, -0.1710], [0.0054, 0.0030, 0.0441], [0.1096, 0.0774, 0.0761], [-0.2224, 0.4365, -0.1549], [0.0798, -0.2448, 0.0189], [0.0433, -0.0981, 0.0685], [0.0328, 0.1382, 0.0585], [-0.0124, 0.0319, -0.0701], [-0.0505, -0.2576, -0.0114], [-0.1142, 0.0791, 0.1051], [0.0096, 0.0771, -0.0805], [0.0272, -0.1083, -0.0151], [0.0880, 0.0572, 0.0696], [-0.1181, 0.0822, 0.0598], [-0.0233, -0.0006, -0.0343], [-0.0504, 0.0180, -0.0082], [-0.0200, 0.0659, -0.0206], [0.0822, -0.0167, -0.0802], [-0.1046, 0.0578, 0.0667], [-0.0010, -0.0135, 0.0234], [-0.0062, 0.0544, -0.0166], [-0.1808, -0.3050, -0.1844], [0.2657, 0.1385, -0.0842], [-0.1043, -0.1444, 0.0820], [-0.1118, 0.0386, 0.0785], [0.0256, -0.0135, 0.0569], [0.0890, 0.0417, 0.0029], [0.0596, 0.0319, 0.0148], [0.0151, -0.0920, 0.0260], [-0.0097, 0.0543, -0.0068], [0.0453, 0.0601, 0.0214], [0.0784, -0.0623, 0.0212], [-0.0094, -0.0455, 0.0009], [-0.0257, 0.0152, 0.0000], [0.1408, 0.0675, -0.1565], [-0.0240, -0.0058, -0.0724], [0.0394, 0.0324, -0.0293], [0.0054, 0.0356, 0.0364], [0.0246, -0.0076, -0.0072], [0.0360, 0.0297, -0.0601]], "mol_weight_da": 1016.003, "charge": -1, "gap_ev": [6.09, 5.32], "multiplicity": 5, "s_squared": 6.028, "lumo_energy_ev": [2.4, 1.2], "de_lowest_kcal_mol": 5.39}